[1]
{"formula": "C2Cl3F3", "method": "ωB97M-V/def2-TZVPD", "homo_ev": -11.54, "energy_ev": -47793.53029, "orbital_gap_ha": 0.44770, "de_lowest_kcal_mol": 9.8, "smiles": "FC(F)(Cl)C(F)(Cl)Cl", "max_force_ev_per_a": 2.0, "symbols": ["C", "C", "F", "F", "F", "Cl", "Cl", "Cl"], "xyz": [[-0.6668, -0.3786, -0.2514], [0.6303, 0.3019, 0.2863], [-0.6010, -0.5015, -1.5822], [-0.5979, -1.5345, 0.4231], [0.6156, 0.3056, 1.5944], [-2.1302, 0.4838, 0.1219], [2.0019, -0.6480, -0.2569], [0.7483, 1.9713, -0.3353]], "lowdin_charge": [-1.03, -1.26, 0.04, 0.05, 0.01, 0.79, 0.74, 0.67]}

[2]
{"formula": "C2Cl4OS", "method": "ωB97M-V/def2-TZVPD", "homo_ev": [-9.44, -8.23], "energy_ev": -65043.23909, "orbital_gap_ha": [0.28960, 0.24778], "de_lowest_kcal_mol": 46.2, "max_force_ev_per_a": 1.9, "symbols": ["C", "C", "O", "S", "Cl", "Cl", "Cl", "Cl"], "xyz": [[-0.2327, 0.8260, -0.7340], [0.1002, 0.3715, 0.6122], [-0.1167, -2.2668, -0.0984], [1.0917, -1.4906, 0.2521], [0.8034, 1.8931, -1.5777], [-1.6340, 0.2686, -1.5381], [1.3193, 1.3145, 1.5049], [-1.1914, -0.1265, 1.6927]], "lowdin_charge": [-1.27, -1.44, -0.62, 0.85, 0.65, 0.68, 0.56, 0.62]}

[3]
{"formula": "C2Cl5NO2", "method": "ωB97M-V/def2-TZVPD", "homo_ev": -10.67, "energy_ev": -70266.69730, "orbital_gap_ha": 0.33091, "de_lowest_kcal_mol": 0.0, "smiles": "ClON=C(Cl)Cl.O=C(Cl)Cl", "max_force_ev_per_a": 2.2, "symbols": ["C", "C", "N", "O", "O", "Cl", "Cl", "Cl", "Cl", "Cl"], "xyz": [[0.0261, -0.9494, -0.5769], [0.9135, 3.1560, -0.0428], [1.0733, -1.2703, 0.0747], [1.4710, 3.9336, -0.7384], [0.8416, -1.5286, 1.4602], [-1.6671, -0.7683, -0.1119], [0.2949, -0.5008, -2.1665], [1.3097, 1.5311, 0.4971], [0.3085, -3.0990, 2.1500], [-0.7178, 3.5047, 0.5378]], "lowdin_charge": [-1.28, -1.21, -0.12, 0.02, -0.64, 0.64, 0.71, 0.70, 0.57, 0.61]}

[4]
{"formula": "C2Cl8Si", "method": "ωB97M-V/def2-TZVPD", "homo_ev": -10.84, "energy_ev": -110133.35549, "orbital_gap_ha": 0.39616, "smiles": "ClC(Cl)(Cl)[Si](Cl)(Cl)C(Cl)(Cl)Cl", "max_force_ev_per_a": 3.4, "symbols": ["Cl", "Cl", "Cl", "Cl", "Cl", "Cl", "Cl", "Cl", "C", "C", "Si"], "xyz": [[1.2898, 0.6671, 2.0543], [-0.4623, -1.3827, 2.8105], [1.6382, -1.7570, 0.6853], [1.9496, 0.2216, -1.4674], [-0.4234, 0.0822, -3.0030], [0.0780, 2.5247, -1.4689], [-2.0323, 1.3390, 0.8393], [-2.0488, -1.6448, -0.4293], [0.4314, -0.6715, 1.4197], [0.2472, 0.6944, -1.4934], [-0.6675, -0.0729, 0.0529]], "lowdin_charge": [0.60, 0.55, 0.53, 0.52, 0.55, 0.49, 0.28, 0.26, -1.80, -1.69, -0.29]}